Formula: C7H8N2
Source: the Open Molecules 2025 dataset
Level of theory: ωB97M-V with the def2-TZVPD basis set

XYZ file:
```
17
Properties=species:S:1:pos:R:3
C 2.164 -0.885 -3.697
H 0.912 -1.449 -0.624
H -0.089 -0.351 -1.589
C -2.795 -0.086 1.693
H 2.478 1.099 -1.049
H -2.361 -0.370 0.691
H 2.587 -1.024 -4.762
H -3.856 -0.002 1.974
H -1.922 0.676 3.596
H 0.374 0.965 2.597
C -0.522 0.558 2.026
C -1.837 0.426 2.519
N -0.199 0.416 0.814
N 1.046 0.890 0.482
C 1.588 -0.813 -2.631
C 0.901 -0.569 -1.375
C 1.532 0.520 -0.665
```

Calculated values
E_tot	-380.85396	a.u.
frontier orbital gap	8.681	eV
energy above the lowest of the compared OMol25 structures with the same formula, charge and spin	4.619	eV
lowest unoccupied orbital energy	-0.2189	eV

---

Formula: C10H8N3O6Yb
Source: the Open Molecules 2025 dataset
Level of theory: ωB97M-V with the def2-TZVPD basis set

XYZ file:
```
28
Properties=species:S:1:pos:R:3
C -0.577 2.618 -3.354
C -0.699 0.038 -2.782
C 1.017 -0.321 2.955
C 0.965 -0.959 0.654
O -0.119 -0.222 -3.801
N 1.317 -1.787 -0.360
H 0.625 -2.020 -1.088
C -1.883 -0.977 -2.249
C 1.446 -1.159 1.973
C 1.351 1.445 -1.962
O -0.633 -2.962 -2.183
C -0.201 0.930 1.357
O -0.928 1.952 1.091
O -2.597 -0.348 -1.428
H -1.380 1.727 3.638
C -0.288 1.650 3.658
H 1.884 -2.585 -0.093
C -1.691 -2.386 -2.447
H 2.108 -1.994 2.172
O 2.339 1.355 -2.544
H 1.282 -0.387 4.009
N 0.173 0.703 2.644
H -2.617 -2.817 -2.826
N 0.187 0.094 0.349
Yb -0.996 1.576 -1.071
O -0.265 2.910 -4.421
H 0.139 2.644 3.480
H 0.040 1.281 4.631
```

Calculated values
E_tot	-2159.66933	a.u.
frontier orbital gap (spin up / spin down)	7.203 / 6.445	eV
2S+1	2
energy above the lowest of the compared OMol25 structures with the same formula, charge and spin	0.572	eV
net charge	+2
lowest unoccupied orbital energy (spin up / spin down)	-8.2765 / -8.9935	eV
expectation value of S²	0.76

---

Formula: C25H39NO7
Source: the Open Molecules 2025 dataset
Level of theory: ωB97M-V with the def2-TZVPD basis set

XYZ file:
```
72
Properties=species:S:1:pos:R:3
H 4.251 -0.826 -0.810
H -0.906 4.966 -0.920
C -4.049 -5.241 0.752
C -1.088 1.526 -1.441
O 1.839 -3.178 -2.554
H 8.451 4.038 1.193
H 2.659 -4.908 -4.962
H -5.278 -4.677 2.401
O -3.441 -6.052 1.416
C -0.043 -2.124 0.921
C -0.721 0.162 -2.109
C -4.567 5.053 3.303
H 7.304 3.438 2.405
H -6.565 5.821 3.306
O -3.131 -1.030 -0.070
C -2.049 1.222 -0.358
H -4.767 5.789 5.303
C 1.512 -3.950 -3.428
H -6.095 -4.614 0.828
H 2.128 -1.722 -0.123
C 1.570 -0.902 -0.653
H -2.913 -5.682 -0.997
H 7.414 1.334 -1.299
H -0.854 -1.926 1.671
H -4.603 -5.248 -1.317
N -0.966 -0.759 -1.004
H 0.896 -2.289 1.511
H 0.141 0.031 0.719
H 1.985 -6.017 -3.730
H -4.907 -3.353 1.282
H 3.940 -0.455 0.948
H 8.778 2.512 2.070
C -3.728 -5.020 -0.704
C -6.007 4.991 2.868
H 8.848 1.184 -0.267
C -4.286 4.961 4.780
C 7.267 2.370 0.559
H -6.447 4.040 3.173
C 3.919 -0.029 -0.094
O 6.076 2.162 0.641
H 2.354 1.084 -1.268
H -4.650 4.008 5.169
O -3.670 5.173 2.497
H 8.521 2.710 -1.143
C 0.159 -3.859 -4.085
H 4.586 0.873 -0.152
C 8.004 3.140 1.625
C 2.441 -5.040 -3.901
H -3.415 -3.986 -0.862
H 2.077 0.942 0.569
H -6.060 5.069 1.782
C -2.168 3.619 0.268
H -0.399 -3.031 -3.647
C 8.071 1.869 -0.613
H -0.397 -4.784 -3.922
H -0.219 -3.041 0.311
H 1.573 -1.179 -1.729
H -3.210 5.019 4.948
C -5.158 -4.413 1.350
C 2.414 0.426 -0.368
H -2.564 4.425 0.922
C 0.121 -0.837 -0.003
H 0.077 3.096 -2.492
O -3.524 1.902 1.489
C -2.615 2.235 0.504
C -0.646 2.876 -1.681
O -0.333 -0.090 -3.205
H -3.141 1.282 2.132
C -2.227 -0.329 -0.408
C -1.221 3.909 -0.803
H 0.277 -3.674 -5.155
H 3.375 -4.986 -3.342
```

Calculated values
E_tot	-1557.35778	a.u.
frontier orbital gap	9.135	eV
energy above the lowest of the compared OMol25 structures with the same formula, charge and spin	2.074	eV
lowest unoccupied orbital energy	0.1324	eV

---

Formula: C5H10O2
Source: the Open Molecules 2025 dataset
Level of theory: ωB97M-V with the def2-TZVPD basis set

XYZ file:
```
17
Properties=species:S:1:pos:R:3
C 0.401 -1.165 0.592
C 0.225 0.132 -0.229
C -1.076 0.221 0.530
H 0.388 -2.105 0.032
H 2.862 0.103 -0.182
H 2.271 0.937 -1.648
H -2.455 -1.686 -0.899
O 1.098 1.184 0.052
O -0.870 -0.939 1.243
H 0.124 -0.025 -1.314
H -2.131 1.925 -0.053
H -2.952 0.844 1.234
H 1.230 -1.144 1.305
H -2.290 -2.335 -1.223
H 2.962 1.879 -0.294
C 2.357 1.008 -0.553
C -2.118 1.038 0.569
```

Calculated values
E_tot	-346.87904	a.u.
frontier orbital gap	9.859	eV
energy above the lowest of the compared OMol25 structures with the same formula, charge and spin	3.984	eV
lowest unoccupied orbital energy	0.9719	eV

---

Formula: C3H7O3
Source: the Open Molecules 2025 dataset
Level of theory: ωB97M-V with the def2-TZVPD basis set

XYZ file:
```
13
Properties=species:S:1:pos:R:3
H 0.782 -1.177 -0.458
C 0.779 0.419 -2.055
C 1.412 -0.814 -1.282
H -1.940 0.799 0.488
O -2.129 0.123 1.148
H -1.591 1.024 2.930
H -0.207 0.576 1.776
O -0.123 1.004 -1.419
O 1.306 0.649 -3.157
H -0.962 -0.648 2.637
H 1.457 -1.681 -1.950
H 2.394 -0.603 -0.854
C -1.180 0.330 2.196
```

Calculated values
E_tot	-344.26855	a.u.
frontier orbital gap	7.741	eV
energy above the lowest of the compared OMol25 structures with the same formula, charge and spin	1.134	eV
net charge	-1
lowest unoccupied orbital energy	3.7766	eV

---

Formula: C3H6NO2S2
Source: the Open Molecules 2025 dataset
Level of theory: ωB97M-V with the def2-TZVPD basis set

XYZ file:
```
14
Properties=species:S:1:pos:R:3
N -1.487 0.863 0.797
H -1.536 1.235 1.771
H -0.236 -0.666 1.400
H -1.618 1.686 0.301
C 0.247 -0.157 -0.757
H 0.480 -3.389 -2.104
O 0.635 2.159 1.711
C 1.000 1.045 1.362
O 2.099 0.504 1.362
H 0.334 0.764 -1.363
H 1.302 -0.550 -0.660
S -0.020 -2.399 -2.957
C -0.187 0.167 0.677
S -1.014 -1.263 -1.541
```

Calculated values
E_tot	-1119.58619	a.u.
frontier orbital gap	6.733	eV
energy above the lowest of the compared OMol25 structures with the same formula, charge and spin	0.489	eV
net charge	-1
lowest unoccupied orbital energy	2.8080	eV

---

Formula: C10H20Cl10
Source: the Open Molecules 2025 dataset
Level of theory: ωB97M-V with the def2-TZVPD basis set

XYZ file:
```
40
Properties=species:S:1:pos:R:3
H 0.986 0.310 -0.226
C 0.530 -0.679 -0.278
Cl -3.473 1.325 -2.114
Cl 2.345 1.595 3.362
H -2.489 0.534 4.387
H 5.648 0.286 2.448
H -0.764 2.766 -4.184
Cl 4.388 1.179 0.646
C -2.719 2.302 -3.499
C 3.556 0.305 3.200
C -2.158 2.527 4.710
Cl 0.980 -2.445 -3.770
C 0.067 -4.509 -5.252
Cl -0.535 2.758 -1.905
H 5.056 1.885 2.750
Cl -3.400 1.083 6.566
H -0.866 1.142 -3.449
Cl -1.665 3.722 5.932
C -0.929 -0.522 0.188
C 4.749 0.901 2.399
Cl 1.612 -1.863 0.502
C 0.409 -4.120 -3.826
Cl -1.114 -0.110 1.921
H -1.464 2.615 3.874
H 3.840 0.035 4.218
H -0.145 -5.557 -5.464
H 3.130 -0.586 2.738
H -1.226 0.731 5.601
H 0.965 -4.164 -5.765
H -1.473 0.282 -0.308
H -3.092 2.810 4.225
H -1.409 -1.476 -0.029
H 1.171 -4.798 -3.441
C -2.193 1.106 5.267
H -3.092 2.033 -4.487
H -0.383 -4.352 -3.114
C -1.229 2.168 -3.400
H 0.729 -0.999 -1.301
Cl -1.410 -3.585 -5.736
H -2.933 3.366 -3.390
```

Calculated values
E_tot	-4994.92710	a.u.
frontier orbital gap	10.803	eV
energy above the lowest of the compared OMol25 structures with the same formula, charge and spin	1.010	eV
lowest unoccupied orbital energy	0.4370	eV

---

Formula: C35H47Cl27NO2
Source: the Open Molecules 2025 dataset
Level of theory: ωB97M-V with the def2-TZVPD basis set

XYZ file:
```
112
Properties=species:S:1:pos:R:3
H -4.430 1.863 -2.320
Cl 4.030 -2.972 2.587
H -0.452 -3.658 5.902
H -9.172 -1.460 0.851
C -2.444 1.744 -0.361
Cl -11.460 -1.022 0.596
C -8.858 -3.155 6.402
C -2.267 3.677 -4.189
Cl -12.242 -4.836 4.532
Cl -5.119 -1.164 1.790
C 11.149 -3.668 -1.837
Cl -10.182 -4.318 6.248
C 4.581 3.633 -1.550
H 6.796 -1.746 2.470
C 2.567 4.636 -0.291
Cl 1.214 -2.822 1.890
H 5.025 4.614 -1.788
H 7.064 -5.897 5.533
C 7.973 0.403 -2.863
C -3.883 -2.440 -0.670
C -5.877 -1.507 -1.587
H 6.749 -0.027 1.908
Cl -1.076 -1.434 5.496
C -3.848 1.280 0.096
H -3.217 -3.294 -0.506
H -0.282 4.149 -3.575
H 7.959 0.485 0.067
Cl 6.617 -3.770 4.654
Cl 4.737 -5.701 5.733
Cl -7.002 -3.068 2.904
C 2.850 -3.081 1.278
H 0.047 5.255 -0.736
H 6.299 2.221 -3.635
C -0.015 4.266 -0.248
Cl 0.419 -2.506 7.744
C -13.582 -4.942 3.378
Cl -9.464 -1.591 6.949
H -4.980 -2.329 3.835
Cl 3.222 -1.919 -0.005
H -2.147 4.179 -5.169
C 6.687 2.629 -2.684
H -6.137 0.627 -1.346
H 8.784 2.391 -3.019
C -3.588 5.144 -8.411
C 8.031 1.892 -2.381
Cl -10.154 -2.682 2.588
C 1.341 4.109 0.533
C -5.783 -1.850 3.288
Cl 9.634 -3.617 -2.745
H 3.510 2.654 0.063
H 2.247 4.651 -1.351
Cl 11.576 -2.062 -1.240
Cl 12.449 -4.326 -2.833
H 6.889 3.698 -2.898
C -3.457 3.015 -3.834
C -2.416 2.423 -1.723
C -1.222 3.665 -3.298
H -1.831 0.823 -0.465
C 7.289 -0.250 -0.418
C -5.506 -0.244 -1.143
C 5.660 2.530 -1.521
H -2.696 5.455 -8.940
C -4.312 -0.088 -0.425
H 6.243 0.083 -0.503
H 11.011 -4.321 -0.985
Cl -3.089 4.463 -6.842
H -6.822 -1.650 -2.120
C 6.552 -1.079 1.633
H -5.339 -3.620 -1.757
C -0.064 3.098 -1.253
H 3.876 3.394 -2.375
H -2.557 -1.107 0.410
H 2.902 -4.078 0.857
H 2.796 5.654 0.061
H 4.504 4.102 0.525
H 5.475 -1.204 1.364
H 8.374 2.025 -1.347
O -4.557 1.907 0.847
Cl 1.506 -2.692 5.056
H 0.781 3.240 -1.945
Cl -15.129 -4.727 4.199
H 0.087 2.145 -0.728
H -8.409 -3.022 5.425
H 7.167 0.243 -3.596
H -13.569 -5.928 2.930
H 1.493 3.015 0.617
H 1.291 4.523 1.548
C 7.921 -0.693 -1.741
Cl -9.978 -3.382 -0.223
Cl -7.616 -3.762 7.502
Cl 6.290 -6.353 3.368
H 8.912 0.224 -3.419
H 5.175 1.542 -1.619
H 7.277 -1.506 -2.132
H -0.828 4.231 0.491
N -1.283 3.060 -2.091
Cl -4.613 6.553 -8.168
C 0.037 -2.701 6.033
H 6.255 2.587 -0.591
H -1.931 2.344 0.407
C -5.064 -2.635 -1.376
H 8.914 -1.144 -1.626
C -3.485 -1.203 -0.159
C -3.513 2.395 -2.580
C 6.281 -5.486 4.906
Cl -6.471 -0.585 4.312
Cl -13.386 -3.745 2.093
Cl -4.411 3.924 -9.375
C -10.072 -2.057 0.943
C 3.793 3.685 -0.208
O 7.285 -1.393 0.450
H -4.302 2.973 -4.524
```

Calculated values
E_tot	-13991.89490	a.u.
frontier orbital gap	7.042	eV
net charge	+1
lowest unoccupied orbital energy	-3.9235	eV